Molecular formula: C27H41BrHgN2P2
Method: DFT, ωB97M-V/def2-TZVPD

Geometry (Å):
C  -0.67  5.53  -2.68
C  -1.00  4.32  -3.31
C  -1.01  4.29  -4.72
C  -0.67  5.47  -5.41
N  -0.33  6.59  -4.78
C  -0.34  6.64  -3.45
C  -1.30  3.20  -2.46
C  -1.48  2.82  -1.23
C  -1.55  2.58  0.17
C  -0.36  2.55  0.93
C  -0.24  1.70  2.03
C  -1.35  0.94  2.47
C  -2.61  1.19  1.88
C  -2.72  2.02  0.77
Hg  -1.76  1.20  -2.52
P  2.14  -1.11  0.69
H  -1.28  3.40  -5.29
H  -0.67  5.58  -1.58
H  -0.67  5.51  -6.51
H  -0.08  7.59  -2.95
H  -3.70  2.19  0.30
H  0.50  3.13  0.58
H  -3.49  0.69  2.29
H  0.71  1.60  2.54
C  2.16  -2.51  1.90
C  3.27  -3.55  1.82
H  1.18  -3.01  1.76
H  2.13  -2.04  2.90
H  3.11  -4.30  2.61
H  3.28  -4.08  0.87
H  4.27  -3.13  2.00
C  3.38  -1.58  -0.61
C  3.74  -0.43  -1.55
H  2.91  -2.40  -1.18
H  4.27  -1.99  -0.11
H  4.17  -0.85  -2.47
H  2.87  0.17  -1.83
H  4.50  0.23  -1.11
C  3.12  0.16  1.63
C  4.56  -0.20  2.00
H  2.55  0.39  2.55
H  3.11  1.05  0.99
H  4.98  0.64  2.56
H  4.60  -1.08  2.66
H  5.20  -0.38  1.13
Br  -1.16  -0.53  3.54
P  -2.52  -2.40  -1.42
C  -0.80  -2.82  -0.91
C  -0.52  -4.30  -1.16
H  -0.68  -2.59  0.16
H  -0.09  -2.19  -1.46
H  0.52  -4.55  -0.95
H  -1.15  -4.94  -0.53
H  -0.72  -4.58  -2.21
C  -3.28  -2.05  0.23
C  -4.27  -3.16  0.62
H  -3.79  -1.08  0.20
H  -2.48  -1.98  0.98
H  -4.62  -3.02  1.65
H  -5.16  -3.15  -0.03
H  -3.82  -4.16  0.55
C  -2.50  -0.88  -2.39
C  -2.68  -1.04  -3.90
H  -1.44  -0.61  -2.09
H  -3.34  -0.37  -1.89
H  -2.52  -0.11  -4.47
H  -1.96  -1.78  -4.28
H  -3.71  -1.36  -4.10
C  0.26  0.47  6.65
C  1.07  0.51  5.46
N  1.77  0.54  4.53
H  0.80  -0.04  7.46
H  -0.69  -0.06  6.47
H  0.03  1.50  6.99

## Properties
Net charge ... +2
Frontier orbital gap ... 4.25 eV
HOMO ... -12.611 eV
Lowest unoccupied orbital energy ... -8.4 eV
E ... -124417.6959 eV

Molecular formula: C27H41BrIN3O2PdSbSi3
Method: DFT, ωB97M-V/def2-TZVPD

Geometry (Å):
Pd  0.30  0.15  -0.98
Br  -5.48  -1.18  3.47
C  -4.20  -1.00  2.09
C  -4.56  -1.28  0.77
C  -3.65  -1.14  -0.24
C  -2.31  -0.71  0.00
O  -1.55  -0.56  -1.03
C  -1.95  -0.48  1.36
C  -0.66  -0.07  1.80
N  0.36  0.15  1.06
C  1.60  0.58  1.58
C  1.97  0.59  2.90
C  3.23  1.08  3.29
C  4.12  1.55  2.36
C  3.79  1.51  0.99
C  4.68  1.91  -0.03
C  4.32  1.79  -1.33
C  3.05  1.27  -1.64
N  2.18  0.91  -0.73
C  2.53  1.02  0.60
C  -2.92  -0.63  2.38
H  -5.57  -1.59  0.54
H  -3.93  -1.34  -1.27
H  -0.57  0.07  2.88
H  1.30  0.21  3.66
H  3.49  1.08  4.34
H  5.09  1.92  2.66
H  5.66  2.30  0.25
H  4.98  2.07  -2.14
H  2.75  1.11  -2.66
H  -2.63  -0.43  3.41
C  -2.52  -2.28  -3.72
Si  -2.14  -0.54  -4.24
C  -2.27  -0.42  -6.10
C  -3.22  0.72  -3.40
Sb  0.28  0.01  -3.64
Si  0.70  2.51  -4.17
C  0.18  3.43  -2.65
C  -0.42  2.80  -5.63
C  2.45  2.90  -4.68
Si  1.48  -2.16  -2.76
C  3.26  -1.84  -2.32
C  0.58  -2.97  -1.34
C  1.41  -3.33  -4.21
H  -3.60  -2.45  -3.83
H  -2.24  -2.48  -2.69
H  -2.00  -2.99  -4.38
H  -3.28  -0.74  -6.40
H  -1.56  -1.08  -6.59
H  -2.11  0.59  -6.47
H  -4.27  0.53  -3.65
H  -2.98  1.73  -3.72
H  -3.11  0.67  -2.31
H  -0.85  3.18  -2.37
H  0.22  4.51  -2.87
H  0.81  3.24  -1.79
H  -1.46  2.62  -5.38
H  -0.15  2.17  -6.48
H  -0.32  3.84  -5.94
H  3.12  3.02  -3.83
H  2.44  3.85  -5.22
H  2.86  2.13  -5.35
H  3.38  -1.41  -1.33
H  3.77  -1.22  -3.05
H  3.75  -2.82  -2.32
H  0.79  -2.50  -0.38
H  0.95  -4.00  -1.31
H  -0.50  -3.01  -1.47
H  1.96  -2.92  -5.05
H  0.38  -3.50  -4.53
H  1.85  -4.29  -3.94
N  -0.39  3.06  3.06
C  -0.84  3.24  1.78
O  -0.12  3.12  0.82
C  -2.31  3.60  1.70
I  -3.25  2.73  0.01
H  0.61  3.03  3.19
H  -0.95  3.33  3.85
H  -2.41  4.67  1.59
H  -2.87  3.28  2.57

## Properties
Net charge ... +1
Frontier orbital gap ... 6.74 eV
HOMO ... -10.138 eV
Energy above the lowest of the compared OMol25 structures with the same formula, charge and spin ... 0.0 kJ/mol
Lowest unoccupied orbital energy ... -3.4 eV
E ... -149022.8006 eV

Molecular formula: C27H41Cl10NO2
Method: DFT, ωB97M-V/def2-TZVPD

Geometry (Å):
C  2.80  -2.21  0.95
C  1.18  -2.06  0.81
C  0.78  -2.04  -0.75
N  -0.09  -0.90  -1.17
C  -1.22  -0.67  -0.27
C  -1.12  0.61  0.65
C  -2.22  1.02  1.65
C  -3.49  0.13  1.72
C  -3.63  -1.14  0.80
C  -2.50  -1.58  -0.19
C  -2.63  -2.91  -1.09
C  -2.81  -4.25  -0.22
C  -1.51  -4.59  0.70
C  -3.08  -5.51  -1.22
C  -5.01  -1.96  0.95
O  -5.51  -2.47  -0.08
C  -5.66  -2.01  2.41
C  -5.52  -0.85  3.24
C  -4.71  0.45  2.73
O  -4.99  1.61  3.13
H  3.29  -1.29  0.48
H  3.00  -2.15  2.09
H  3.18  -3.21  0.54
H  0.75  -3.03  1.25
H  0.91  -1.13  1.40
H  0.34  -3.03  -1.10
H  1.77  -1.92  -1.33
H  0.47  -0.04  -1.26
H  -0.20  1.30  0.59
H  -2.12  1.94  2.32
H  -1.67  -3.05  -1.70
H  -3.53  -2.81  -1.80
H  -3.70  -4.24  0.49
H  -0.66  -4.96  0.03
H  -1.79  -5.41  1.46
H  -1.24  -3.66  1.33
H  -3.30  -6.45  -0.59
H  -4.02  -5.27  -1.83
H  -2.15  -5.62  -1.87
H  -6.20  -2.96  2.72
H  -5.99  -0.90  4.27
Cl  -2.24  2.01  -2.10
C  -3.44  3.21  -1.55
C  -2.79  4.46  -0.98
Cl  -1.96  4.14  0.56
H  -4.09  2.73  -0.82
H  -4.04  3.47  -2.42
H  -3.55  5.21  -0.78
H  -2.06  4.88  -1.68
Cl  6.59  -1.53  2.58
C  6.76  -2.45  1.07
C  6.97  -1.55  -0.13
Cl  5.50  -0.61  -0.52
H  5.88  -3.08  0.95
H  7.63  -3.10  1.19
H  7.20  -2.15  -1.02
H  7.79  -0.84  0.03
Cl  10.00  -3.82  0.67
C  10.12  -4.72  -0.85
C  10.27  -3.81  -2.05
Cl  8.79  -2.87  -2.39
H  9.24  -5.36  -0.94
H  11.00  -5.37  -0.77
H  10.48  -4.40  -2.95
H  11.09  -3.10  -1.91
Cl  -5.36  5.36  -3.11
C  -6.47  6.72  -2.82
C  -5.73  8.00  -2.52
Cl  -4.90  7.95  -0.94
H  -7.14  6.44  -2.01
H  -7.07  6.84  -3.73
H  -6.43  8.84  -2.48
H  -4.98  8.23  -3.28
Cl  1.99  4.24  1.43
C  0.87  5.61  1.72
C  1.61  6.89  2.02
Cl  2.44  6.85  3.60
H  0.20  5.33  2.54
H  0.28  5.72  0.82
H  0.91  7.73  2.06
H  2.36  7.12  1.26

## Properties
Frontier orbital gap ... 7.15 eV
HOMO ... -8.017 eV
Energy above the lowest of the compared OMol25 structures with the same formula, charge and spin ... 627.5 kJ/mol
Lowest unoccupied orbital energy ... -0.9 eV
E ... -159467.5486 eV
SMILES ... CCCNc1ccc2c(c1CC(C)C)C(=O)C=CC2=O.ClCCCl.ClCCCl.ClCCCl.ClCCCl.ClCCCl

Question: What is the lowest unoccupied orbital energy in the third record?
Answer: -0.9 eV

Repeat the first record exactly.
Molecular formula: C27H41BrHgN2P2
Method: DFT, ωB97M-V/def2-TZVPD

Geometry (Å):
C  -0.67  5.53  -2.68
C  -1.00  4.32  -3.31
C  -1.01  4.29  -4.72
C  -0.67  5.47  -5.41
N  -0.33  6.59  -4.78
C  -0.34  6.64  -3.45
C  -1.30  3.20  -2.46
C  -1.48  2.82  -1.23
C  -1.55  2.58  0.17
C  -0.36  2.55  0.93
C  -0.24  1.70  2.03
C  -1.35  0.94  2.47
C  -2.61  1.19  1.88
C  -2.72  2.02  0.77
Hg  -1.76  1.20  -2.52
P  2.14  -1.11  0.69
H  -1.28  3.40  -5.29
H  -0.67  5.58  -1.58
H  -0.67  5.51  -6.51
H  -0.08  7.59  -2.95
H  -3.70  2.19  0.30
H  0.50  3.13  0.58
H  -3.49  0.69  2.29
H  0.71  1.60  2.54
C  2.16  -2.51  1.90
C  3.27  -3.55  1.82
H  1.18  -3.01  1.76
H  2.13  -2.04  2.90
H  3.11  -4.30  2.61
H  3.28  -4.08  0.87
H  4.27  -3.13  2.00
C  3.38  -1.58  -0.61
C  3.74  -0.43  -1.55
H  2.91  -2.40  -1.18
H  4.27  -1.99  -0.11
H  4.17  -0.85  -2.47
H  2.87  0.17  -1.83
H  4.50  0.23  -1.11
C  3.12  0.16  1.63
C  4.56  -0.20  2.00
H  2.55  0.39  2.55
H  3.11  1.05  0.99
H  4.98  0.64  2.56
H  4.60  -1.08  2.66
H  5.20  -0.38  1.13
Br  -1.16  -0.53  3.54
P  -2.52  -2.40  -1.42
C  -0.80  -2.82  -0.91
C  -0.52  -4.30  -1.16
H  -0.68  -2.59  0.16
H  -0.09  -2.19  -1.46
H  0.52  -4.55  -0.95
H  -1.15  -4.94  -0.53
H  -0.72  -4.58  -2.21
C  -3.28  -2.05  0.23
C  -4.27  -3.16  0.62
H  -3.79  -1.08  0.20
H  -2.48  -1.98  0.98
H  -4.62  -3.02  1.65
H  -5.16  -3.15  -0.03
H  -3.82  -4.16  0.55
C  -2.50  -0.88  -2.39
C  -2.68  -1.04  -3.90
H  -1.44  -0.61  -2.09
H  -3.34  -0.37  -1.89
H  -2.52  -0.11  -4.47
H  -1.96  -1.78  -4.28
H  -3.71  -1.36  -4.10
C  0.26  0.47  6.65
C  1.07  0.51  5.46
N  1.77  0.54  4.53
H  0.80  -0.04  7.46
H  -0.69  -0.06  6.47
H  0.03  1.50  6.99

## Properties
Net charge ... +2
Frontier orbital gap ... 4.25 eV
HOMO ... -12.611 eV
Lowest unoccupied orbital energy ... -8.4 eV
E ... -124417.6959 eV

Question: What is the lowest unoccupied orbital energy in the third record?
Answer: -0.9 eV